(1)
{
  "formula": "C5H10N",
  "method": "ωB97M-V/def2-TZVPD",
  "charge": 1,
  "e_tot_ha": -250.8654,
  "homo_lumo_gap_ev": 11.781,
  "e_homo_ev": -15.56,
  "fmax_ev_per_a": 5.60,
  "smiles": "CC1=C[N+]1(C)C",
  "lumo_ev": -3.7796,
  "spin_multiplicity": 1,
  "relative_energy_kcal_mol": 87.8,
  "symbols": ["C", "C", "C", "C", "C", "N", "H", "H", "H", "H", "H", "H", "H", "H", "H", "H"],
  "xyz": [[0.86, -1.38, 0.29], [0.97, -0.15, -0.09], [1.91, 0.88, -0.18], [-1.18, 0.31, 1.09], [-1.32, -0.42, -1.12], [-0.45, -0.31, 0.04], [0.69, -2.49, 0.40], [2.33, 1.32, -1.11], [2.94, 0.39, 0.10], [1.64, 1.68, 0.51], [-1.77, 1.10, 0.74], [-1.70, -0.45, 1.73], [-0.45, 0.80, 1.84], [-1.80, 0.58, -1.42], [-0.60, -0.78, -1.86], [-2.07, -1.08, -0.96]],
  "nbo_charge": [0.061, 0.202, -0.725, -0.435, -0.407, -0.253, 0.312, 0.300, 0.283, 0.269, 0.237, 0.245, 0.226, 0.236, 0.222, 0.227]
}



(2)
{
  "formula": "C5H10N",
  "method": "ωB97M-V/def2-TZVPD",
  "charge": 1,
  "e_tot_ha": -250.8823,
  "homo_lumo_gap_ev": 11.150,
  "e_homo_ev": -15.11,
  "fmax_ev_per_a": 5.29,
  "lumo_ev": -3.9643,
  "spin_multiplicity": 1,
  "relative_energy_kcal_mol": 77.2,
  "symbols": ["C", "C", "C", "C", "C", "N", "H", "H", "H", "H", "H", "H", "H", "H", "H", "H"],
  "xyz": [[-2.88, 0.53, -0.59], [-2.58, -0.13, 0.37], [1.20, -0.48, 0.07], [0.87, -1.93, 0.38], [0.57, 1.78, -0.18], [0.32, 0.34, -0.15], [-3.21, 1.16, -1.30], [-2.62, -0.75, 1.16], [2.30, -0.17, 0.15], [1.72, -2.55, -0.11], [0.06, -2.48, -0.13], [0.86, -2.14, 1.52], [1.60, 2.22, -0.10], [0.03, 2.35, -0.90], [0.09, 1.94, 0.77], [-0.67, -0.08, -0.11]],
  "nbo_charge": [-0.120, -0.306, 0.288, -0.744, -0.448, -0.429, 0.234, 0.247, 0.235, 0.272, 0.271, 0.283, 0.262, 0.248, 0.235, 0.471]
}



(3)
{
  "formula": "C5H10N",
  "method": "ωB97M-V/def2-TZVPD",
  "charge": 1,
  "e_tot_ha": -250.8891,
  "homo_lumo_gap_ev": 10.949,
  "e_homo_ev": -14.49,
  "fmax_ev_per_a": 6.05,
  "smiles": "C[C@H]1[C@@H]2[NH2+][C@]12C",
  "lumo_ev": -3.5387,
  "spin_multiplicity": 1,
  "relative_energy_kcal_mol": 72.9,
  "symbols": ["C", "C", "C", "C", "C", "N", "H", "H", "H", "H", "H", "H", "H", "H", "H", "H"],
  "xyz": [[-0.69, 0.68, -0.42], [0.24, 1.12, 0.69], [0.53, -0.14, -0.21], [-1.92, -0.01, -0.01], [0.82, -1.57, 0.01], [1.43, 1.07, -0.09], [-0.67, 1.32, -1.26], [0.15, 1.42, 1.74], [-2.28, 0.41, 0.90], [-1.63, -1.14, 0.03], [-2.70, 0.07, -0.75], [0.36, -2.12, 0.92], [1.93, -1.78, -0.08], [0.32, -2.07, -0.79], [1.63, 1.82, -0.93], [2.48, 0.92, 0.25]],
  "nbo_charge": [-0.186, -0.071, 0.215, -0.627, -0.690, -0.547, 0.218, 0.277, 0.243, 0.224, 0.256, 0.279, 0.267, 0.259, 0.420, 0.465]
}



(4)
{
  "formula": "C5H10N",
  "method": "ωB97M-V/def2-TZVPD",
  "charge": 1,
  "e_tot_ha": -250.9098,
  "homo_lumo_gap_ev": 11.745,
  "e_homo_ev": -15.96,
  "fmax_ev_per_a": 4.68,
  "smiles": "CC[N+]1=C(C)C1",
  "lumo_ev": -4.2160,
  "spin_multiplicity": 1,
  "relative_energy_kcal_mol": 59.9,
  "symbols": ["C", "C", "C", "C", "C", "N", "H", "H", "H", "H", "H", "H", "H", "H", "H", "H"],
  "xyz": [[1.16, -0.01, 0.03], [1.48, 1.41, 0.14], [1.69, -1.31, 0.00], [-2.10, -0.52, -0.05], [-1.34, 0.82, -0.27], [0.06, 0.65, -0.09], [1.71, 1.74, 1.08], [1.98, 1.99, -0.71], [2.55, -1.41, -0.53], [0.92, -2.12, -0.28], [1.96, -1.51, 1.01], [-1.46, -1.01, 0.64], [-3.01, -0.36, 0.50], [-2.24, -1.18, -0.88], [-1.80, 1.44, 0.56], [-1.56, 1.36, -1.15]],
  "nbo_charge": [0.449, -0.194, -0.708, -0.603, -0.245, -0.204, 0.222, 0.249, 0.281, 0.274, 0.291, 0.205, 0.246, 0.235, 0.252, 0.250]
}



(5)
{
  "formula": "C5H10N2",
  "method": "ωB97M-V/def2-TZVPD",
  "charge": 0,
  "e_tot_ha": -305.9443,
  "homo_lumo_gap_ev": 10.458,
  "e_homo_ev": -9.29,
  "fmax_ev_per_a": 0.44,
  "smiles": "C[C@H]1N[C@H]1[C@H]1CN1",
  "lumo_ev": 1.1679,
  "spin_multiplicity": 1,
  "relative_energy_kcal_mol": 49.9,
  "symbols": ["C", "C", "N", "C", "C", "C", "N", "H", "H", "H", "H", "H", "H", "H", "H", "H", "H"],
  "xyz": [[-2.00, -0.30, 0.16], [-1.12, -0.31, -1.08], [-0.34, 0.85, -1.50], [0.35, -0.31, -0.93], [0.95, -0.46, 0.45], [2.18, 0.24, 0.86], [0.89, 0.59, 1.46], [-3.03, 0.03, -0.05], [-1.59, 0.33, 0.95], [-2.06, -1.32, 0.56], [-1.56, -0.86, -1.91], [-0.46, 1.65, -0.89], [0.94, -0.82, -1.69], [0.78, -1.46, 0.85], [2.89, -0.24, 1.54], [2.63, 0.93, 0.14], [0.55, 1.45, 1.06]],
  "nbo_charge": [-0.636, -0.067, -0.586, -0.100, -0.102, -0.257, -0.582, 0.217, 0.218, 0.218, 0.192, 0.344, 0.205, 0.204, 0.199, 0.195, 0.341]
}



(6)
{
  "formula": "C5H10N2",
  "method": "ωB97M-V/def2-TZVPD",
  "charge": 0,
  "e_tot_ha": -305.9558,
  "homo_lumo_gap_ev": 10.357,
  "e_homo_ev": -9.93,
  "fmax_ev_per_a": 4.43,
  "smiles": "[H]/N=C(/N=C)C(C)C",
  "lumo_ev": 0.4305,
  "spin_multiplicity": 1,
  "relative_energy_kcal_mol": 42.7,
  "symbols": ["C", "C", "C", "C", "C", "N", "N", "H", "H", "H", "H", "H", "H", "H", "H", "H", "H"],
  "xyz": [[0.47, 0.58, 0.40], [0.65, 1.34, -0.89], [-0.43, 1.26, 1.40], [0.26, -0.90, 0.18], [-1.43, -2.10, -0.77], [-1.08, -1.27, 0.15], [1.17, -1.73, -0.27], [1.43, 0.15, 1.00], [2.10, -1.32, -0.14], [-0.01, 2.21, 1.74], [-1.42, 1.46, 0.96], [1.20, 2.27, -0.72], [-0.32, 1.59, -1.34], [1.22, 0.77, -1.64], [-0.58, 0.63, 2.29], [-0.74, -2.58, -1.47], [-2.50, -2.34, -0.89]],
  "nbo_charge": [-0.286, -0.609, -0.606, 0.430, 0.015, -0.472, -0.671, 0.216, 0.334, 0.211, 0.213, 0.218, 0.215, 0.222, 0.221, 0.177, 0.170]
}



(7)
{
  "formula": "C5H10N2",
  "method": "ωB97M-V/def2-TZVPD",
  "charge": 0,
  "e_tot_ha": -305.8086,
  "homo_lumo_gap_ev": [6.722, 7.395],
  "e_homo_ev": [-6.54, -7.03],
  "fmax_ev_per_a": 4.16,
  "lumo_ev": [0.1819, 0.3600],
  "spin_multiplicity": 1,
  "relative_energy_kcal_mol": 135.1,
  "symbols": ["C", "C", "C", "C", "C", "N", "N", "H", "H", "H", "H", "H", "H", "H", "H", "H", "H"],
  "xyz": [[0.47, -0.13, 1.37], [0.43, 1.02, 0.74], [-0.08, -1.20, 0.62], [1.56, 2.24, -1.14], [0.40, 1.27, -0.71], [-1.97, -2.60, 0.21], [-1.03, -2.07, 1.14], [0.52, -0.23, 2.44], [0.22, -1.28, -0.45], [1.44, 3.23, -0.70], [1.50, 2.32, -2.17], [2.42, 1.85, -0.78], [0.60, 0.36, -1.28], [-0.57, 1.61, -0.86], [-2.95, -2.18, 0.18], [-1.58, -2.30, -0.73], [-1.40, -1.91, 2.12]],
  "nbo_charge": [-0.423, 0.004, 0.097, -0.575, -0.494, -0.654, -0.417, 0.184, 0.197, 0.207, 0.200, 0.201, 0.142, 0.223, 0.353, 0.350, 0.404]
}